{
  "formula": "C5H9FSi",
  "method": "ωB97M-V/def2-TZVPD",
  "elements": ["C", "C", "C", "C", "C", "F", "Si", "H", "H", "H", "H", "H", "H", "H", "H", "H"],
  "coordinates": [[-2.60123, 0.47807, -0.66926], [2.37702, -1.14109, -0.73084], [-1.31857, 0.19882, -0.94617], [1.13616, -1.48246, -0.59320], [0.49744, 1.54507, 1.54224], [-1.06891, -1.46304, 1.42761], [-0.21798, -0.56055, 0.32867], [-3.22258, 1.14988, -1.20852], [-2.97397, 0.08246, 0.14424], [3.13059, -1.83958, -1.12804], [2.60432, -0.12382, -0.50916], [-0.85328, 0.59124, -1.87183], [0.96576, -2.66151, -0.74618], [0.88066, 2.20813, 0.76060], [-0.50087, 1.94677, 2.03697], [1.16544, 1.07161, 2.16287]],
  "atomic_forces_ev_per_a": [[2.970, 1.288, -3.388], [1.663, 0.323, -0.757], [-0.732, 0.369, -0.368], [-2.406, -4.297, 1.423], [-4.328, -1.223, -2.235], [0.961, 0.681, -1.187], [0.234, 2.359, 1.018], [-0.397, 0.265, -0.771], [-2.172, -1.830, 4.228], [-0.266, 0.652, 0.207], [0.876, 0.598, 0.124], [-0.188, -0.130, 0.620], [-0.112, 2.622, 0.109], [0.008, -0.257, 0.377], [2.276, -1.011, -1.041], [1.613, -0.410, 1.641]],
  "homo_ev": -8.7,
  "homo_lumo_gap_ev": 9.33,
  "e_tot_ev": -15924.134,
  "de_lowest_kj_mol": 194.4
}